# 1
Molecular formula: C14H41AgN7O5
Method: DFT, wB97M-V/def2-TZVPD

Output
* DFT total energy: -1464.334426 Eh
* total charge: 0
* HOMO-LUMO gap (alpha / beta): 3.578 / 8.561 eV
* 2S+1: 2
* expectation value of S²: 0.7514

Atoms and positions in Å:
1 H -23.2111 15.5505 10.6023
2 H -19.8590 16.8541 2.9426
3 O -21.1913 14.7775 10.9834
4 H -20.6587 16.4856 10.0630
5 H -22.5411 16.3220 7.2723
6 N -17.4329 13.3391 5.7817
7 H -18.9208 16.6455 11.5096
8 H -18.6993 16.5680 8.5661
9 H -17.5011 15.5836 11.2644
10 N -18.2221 19.9545 9.3748
11 N -18.6744 18.7504 4.3498
12 H -16.7811 20.5155 7.7108
13 H -16.4675 18.4295 3.1153
14 H -23.6995 16.1269 5.9123
15 O -21.0701 18.5993 2.5953
16 C -22.5984 14.7124 10.9345
17 H -21.1615 14.6251 6.6039
18 N -17.3548 19.7190 7.4729
19 H -18.9875 19.8907 10.0307
20 O -19.1200 18.4367 7.9344
21 H -17.2507 16.9243 2.9487
22 H -18.6820 19.5200 2.2961
23 H -21.8011 16.9934 5.1166
24 H -18.2644 11.6557 4.8478
25 O -22.6923 14.8056 3.5618
26 H -23.0000 14.4464 11.9122
27 H -23.7598 14.5971 1.8845
28 H -21.8107 18.1057 0.7608
29 H -22.6379 13.3238 5.1755
30 C -18.6419 18.5879 2.8599
31 H -18.9323 14.0403 9.8328
32 H -23.1474 13.0635 2.5301
33 H -16.9850 19.2119 6.6817
34 C -18.3190 19.2560 8.2586
35 C -20.6068 15.4233 9.8245
36 N -18.6387 12.4382 4.3305
37 H -18.0547 19.5132 4.5826
38 C -19.1318 15.1114 9.8627
39 C -22.1009 14.1149 4.6522
40 H -17.4240 15.7402 8.8894
41 N -18.3970 15.6082 8.6528
42 H -23.4232 14.8088 7.0940
43 H -22.3195 17.0208 2.0574
44 H -17.0439 14.1664 6.2109
45 H -19.7036 17.5519 1.4032
46 C -22.0945 18.0587 1.8122
47 C -23.5579 14.0372 2.7977
48 Ag -18.6992 16.7179 5.7405
49 C -21.7006 15.1191 5.7956
50 H -24.4294 13.8410 3.4223
51 C -18.2748 13.5700 4.7724
52 H -17.0684 17.9767 1.4785
53 H -22.7932 13.9388 10.1917
54 C -17.2605 17.9390 2.5508
55 H -19.5355 19.2705 4.4399
56 H -16.9862 12.4339 5.8157
57 O -18.6286 14.6359 4.3115
58 N -21.0719 16.3042 5.2317
59 H -21.0905 15.1358 8.8909
60 H -21.0712 16.0756 4.2479
61 C -19.8894 17.8222 2.4427
62 H -18.8934 15.0185 12.0861
63 C -18.5894 15.6414 11.2449
64 C -22.9633 15.6297 6.5439
65 H -23.0314 18.6145 1.8496
66 H -17.6466 20.7778 9.2693
67 H -21.2446 13.6351 4.1782
68 H -19.4816 12.3862 3.7764

For reference, the Mulliken charges in units of e are: H 0.3170; H 0.0966; O -0.3548; H 0.2585; H 0.4434; N -0.4029; H 0.2742; H -0.2845; H 0.4431; N -0.3767; N -0.6286; H 0.1648; H 0.4341; H 0.4706; O -0.3931; C -0.7959; H -0.0951; N -0.3186; H 0.2631; O -0.4598; H 0.1309; H 0.2959; H 0.2418; H 0.1527; O -0.1740; H 0.2790; H 0.2116; H 0.3889; H 0.5965; C 0.2445; H 0.2851; H 0.3439; H 0.2715; C -0.1325; C 0.1493; N -0.3269; H 0.2947; C 0.1387; C -0.7753; H 0.3170; N 0.0615; H 0.4021; H 0.1182; H 0.1963; H 0.4934; C -0.6561; C -0.9206; Ag 0.7591; C 0.8490; H 0.3478; C 0.1680; H 0.3895; H 0.2951; C -1.3356; H 0.1805; H 0.2202; O -0.2797; N -0.2121; H -0.2071; H -0.1550; C -0.4525; H 0.3710; C -1.3980; C -1.8399; H 0.2994; H 0.1567; H -0.0841; H 0.2445

# 2
Molecular formula: C3H13NO2S2
Method: DFT, wB97M-V/def2-TZVPD

Output
* DFT total energy: -1123.648468 Eh
* total charge: 0
* HOMO-LUMO gap: 8.993 eV
* relative energy (zero: lowest compared OMol25 entry of this formula, charge and spin): 41.3 kcal/mol
* SMILES string: CNCCSS.O.O

Atoms and positions in Å:
1 H -3.0127 -1.2605 -2.8859
2 H -0.6774 1.0761 -0.3449
3 O 3.1536 1.1858 1.3413
4 H 2.8500 1.8690 0.7367
5 C 1.0775 -0.7273 2.4158
6 H 1.4546 0.2911 2.7239
7 H 1.1495 -1.4280 0.5118
8 H 2.5990 0.4395 1.0729
9 H -2.2113 0.3318 -0.4452
10 H -0.9513 2.8419 -3.0347
11 H -1.1194 -1.7925 0.8591
12 C -0.8276 -0.7356 0.8036
13 S -0.3782 -0.7401 -1.8908
14 H 0.2146 -0.6644 3.0799
15 H -1.3495 -0.2893 1.7460
16 N 0.6481 -0.7043 0.9914
17 H 1.7594 -1.5651 2.7389
18 H -0.3088 1.6694 -3.9562
19 C -1.1254 0.0884 -0.4107
20 O -1.0766 2.0224 -3.5117
21 S -1.8681 -1.9083 -2.5412

For reference, the Mulliken charges in units of e are: H 0.1427; H 0.2202; O -0.6765; H 0.2991; C -0.9910; H 0.3924; H 0.2197; H 0.3574; H 0.4123; H 0.3013; H 0.3093; C -0.5657; S -0.0576; H 0.3269; H 0.3671; N -0.1885; H 0.2932; H 0.3149; C -0.6220; O -0.6111; S -0.2440